# 1
ORCA calculation (ωB97M-V/def2-TZVPD) on a molecular structure, C28H31N5O6S2Sn.

Total charge: -2
Kohn-Sham gap, eV: 6.2
HOMO, eV: -1.8

CARTESIAN COORDINATES (ANGSTROEM)
Sn1 1.665 1.207 -1.167
O1 0.711 0.334 4.214
C1 -0.390 0.864 3.920
C2 -1.031 1.797 4.818
C3 -2.240 2.381 4.550
C4 -2.944 2.093 3.368
C5 -2.371 1.205 2.482
C6 -1.128 0.596 2.702
C7 -0.709 -0.338 1.673
N1 0.417 -0.932 1.540
C8 0.476 -1.932 0.482
C9 1.779 -1.909 -0.319
N2 1.725 -1.035 -1.497
C10 1.466 -1.605 -2.617
C11 1.328 -1.054 -3.937
C12 1.027 -1.993 -4.936
C13 0.940 -1.662 -6.265
C14 1.163 -0.323 -6.613
C15 1.450 0.628 -5.671
C16 1.527 0.319 -4.277
O2 -1.602 -1.737 -2.382
H1 -0.494 2.021 5.734
H2 -2.663 3.079 5.268
H3 -3.902 2.554 3.158
H4 -2.891 0.960 1.562
H5 -1.492 -0.543 0.929
H6 0.427 -2.920 0.961
H7 -0.371 -1.862 -0.211
H8 2.605 -1.573 0.309
H9 2.001 -2.928 -0.654
H10 1.333 -2.690 -2.590
H11 0.852 -3.017 -4.623
H12 0.691 -2.403 -7.013
H13 1.085 -0.018 -7.652
H14 1.558 1.655 -5.988
C17 -6.752 0.344 1.250
C18 -5.600 0.170 0.298
C19 -4.972 1.274 -0.275
C20 -3.868 1.120 -1.097
C21 -3.378 -0.150 -1.372
C22 -4.003 -1.259 -0.826
C23 -5.105 -1.096 0.004
S1 -1.906 -0.310 -2.379
O3 -0.935 0.496 -1.626
O4 -2.256 0.241 -3.672
N3 1.757 1.242 -3.343
C24 2.377 2.502 -3.696
C25 3.618 2.757 -2.816
O5 4.449 3.571 -3.209
O6 3.652 2.100 -1.714
H15 -7.189 1.339 1.160
H16 -6.421 0.222 2.284
H17 -7.538 -0.392 1.064
H18 -5.336 2.270 -0.047
H19 -3.363 1.982 -1.514
H20 -3.599 -2.239 -1.043
H21 -5.578 -1.968 0.444
H22 1.693 3.348 -3.533
H23 2.710 2.557 -4.731
C26 5.113 -0.078 4.647
N4 5.188 -0.510 3.251
C27 4.072 -0.341 2.434
S2 4.283 0.425 0.939
N5 2.920 -0.794 2.879
C28 2.717 -1.693 3.996
H24 6.043 0.428 4.906
H25 4.981 -0.916 5.334
H26 4.287 0.620 4.801
H27 5.982 -0.124 2.765
H28 2.045 -0.570 2.377
H29 2.540 -1.155 4.926
H30 3.567 -2.372 4.092
H31 1.811 -2.258 3.785

# 2
ORCA calculation (ωB97M-V/def2-TZVPD) on a molecular structure, C28H31N9O4ReS2.

Multiplicity: 2
Expectation value of S²: 0.763
Total charge: +2
Kohn-Sham gap (spin up / spin down), eV: 6.8 / 7.1
HOMO (spin up / spin down), eV: -13.5 / -13.5

CARTESIAN COORDINATES (ANGSTROEM)
Re1 0.382 -0.539 -0.080
C1 0.596 1.751 -2.062
N1 1.563 0.949 -1.257
C2 2.474 1.981 -0.668
C3 2.484 0.032 -1.966
C4 3.086 0.333 -3.170
C5 4.021 -0.546 -3.706
C6 4.356 -1.704 -3.023
C7 3.774 -1.997 -1.795
C8 2.849 -1.120 -1.252
N2 2.119 -1.298 -0.045
C9 2.576 -1.714 1.233
C10 3.520 -2.696 1.495
C11 3.833 -3.015 2.810
C12 3.224 -2.354 3.863
C13 2.291 -1.354 3.609
C14 1.947 -1.056 2.303
N3 1.070 0.076 1.940
C15 -0.149 0.318 2.774
C16 1.910 1.288 2.200
H1 1.069 2.179 -2.950
H2 0.264 2.568 -1.427
H3 -0.291 1.176 -2.309
H4 2.907 2.556 -1.488
H5 3.283 1.498 -0.133
H6 1.899 2.642 -0.029
H7 2.852 1.248 -3.699
H8 4.489 -0.319 -4.653
H9 5.077 -2.390 -3.445
H10 4.030 -2.917 -1.294
H11 4.006 -3.227 0.692
H12 4.565 -3.786 3.007
H13 3.485 -2.597 4.884
H14 1.857 -0.806 4.437
H15 0.089 0.278 3.837
H16 -0.941 -0.381 2.542
H17 -0.489 1.321 2.532
H18 2.050 1.379 3.278
H19 1.385 2.161 1.828
H20 2.885 1.171 1.744
C17 0.175 5.207 1.395
C18 -0.915 4.271 1.012
N4 -0.781 3.001 0.685
C19 -2.058 2.551 0.411
C20 -2.966 3.572 0.577
N5 -2.215 4.640 0.956
C21 -4.446 3.819 0.469
O1 -5.222 2.823 0.106
O2 -4.842 4.925 0.721
C22 -2.361 1.172 0.008
O3 -3.478 0.778 -0.245
O4 -1.324 0.349 -0.073
H21 1.134 4.694 1.369
H22 0.020 5.598 2.401
H23 0.220 6.056 0.712
H24 -2.635 5.542 1.151
H25 -4.703 2.001 -0.054
N6 -0.634 -2.591 3.171
C23 -0.840 -3.025 1.906
N7 -0.483 -2.434 0.761
C24 -0.849 -3.273 -0.300
C25 -1.542 -4.380 0.027
S1 -1.690 -4.504 1.721
C26 -0.492 -2.936 -1.665
C27 -0.570 -3.809 -2.682
S2 -0.248 -3.024 -4.165
C28 -0.012 -1.539 -3.324
N8 -0.111 -1.623 -1.991
N9 0.208 -0.468 -4.096
H26 0.265 -2.191 3.388
H27 -1.000 -3.180 3.904
H28 -1.978 -5.114 -0.627
H29 -0.816 -4.856 -2.648
H30 0.249 -0.591 -5.094
H31 0.507 0.413 -3.739

For each record above, in turn, the calculated max |F| values are 0.24; 0.54 eV/Å.